1.
# C15H33ClMgSi

A structure of composition C15H33ClMgSi in a non-equilibrium geometry (ωB97M-V with the def2-TZVPD basis set, the Open Molecules 2025 dataset).

The geometry in ORCA input format:
```
! wB97M-V def2-TZVPD RIJCOSX def2/J DEFGRID3
* xyz 2 1
Cl 2.379 1.431 -1.568
Si 4.536 1.317 -1.371
Mg 1.446 -0.631 -2.643
C -3.947 1.659 -1.963
C 5.186 -0.483 -1.659
C 2.023 0.316 3.041
C -0.687 -0.222 2.883
C -2.043 0.616 2.376
C -3.525 1.428 -0.398
C 2.664 -1.507 1.058
C -4.991 0.606 -4.290
C 4.156 -1.954 0.447
C 4.122 -1.658 -1.199
C 0.596 0.611 2.293
C -3.153 -0.365 1.678
C -4.386 0.308 -2.780
C -3.383 -0.135 0.071
C 2.747 -1.097 2.642
H -3.542 -0.504 -2.800
H -4.183 -0.280 2.232
H -0.661 -0.336 4.050
H 0.598 0.472 1.132
H -4.360 -0.762 -0.209
H 0.357 1.766 2.481
H -2.796 -1.497 1.807
H -2.500 -0.613 -0.571
H -5.554 -0.355 -4.720
H -4.061 0.771 -5.004
H -5.287 -0.172 -2.163
H 2.368 -1.959 3.338
H 2.758 1.217 2.908
H -4.832 2.442 -2.064
H -2.537 1.005 3.390
H 2.278 -0.667 0.341
H 5.111 2.166 -2.441
H 5.472 -0.573 -2.792
H -5.754 1.506 -4.324
H 3.037 -1.442 -1.597
H 6.185 -0.636 -1.040
H -2.461 1.952 -0.262
H 1.964 -2.458 0.989
H 1.774 0.245 4.207
H -3.028 2.140 -2.551
H 4.991 1.909 -0.093
H 4.932 -1.215 0.929
H 4.361 -3.087 0.663
H -4.290 2.056 0.262
H 4.469 -2.672 -1.708
H 3.907 -0.963 2.890
H -1.769 1.578 1.769
H -0.692 -1.274 2.332
*
```

## Properties
Largest force on an atom (eV/A): 3.75
LUMO level (eV): -11.702
HOMO-LUMO gap (eV): 3.018
DFT total energy (a.u.): -1540.2012
Highest occupied orbital energy (eV): -14.7

Atomic partial charges in e from the natural (NBO) method, atoms 1 to 4: -0.47 1.08 1.83 -0.41

***

2.
# C15H33CuN2O3

A structure of composition C15H33CuN2O3 in a non-equilibrium geometry (ωB97M-V with the def2-TZVPD basis set, the Open Molecules 2025 dataset).

The geometry in ORCA input format:
```
! wB97M-V def2-TZVPD RIJCOSX def2/J DEFGRID3
* xyz 0 1
Cu -0.347 0.408 -0.868
O 0.809 1.832 -2.406
O -0.206 -2.008 -1.144
O -0.376 2.036 0.637
N 0.016 -1.786 0.234
N -2.006 1.954 -1.647
C -2.063 3.140 -0.765
C -2.325 -1.872 0.773
C -0.941 -2.462 1.091
C 1.479 -1.770 0.523
C 2.162 -0.686 -0.285
C -1.513 2.180 -3.025
C -1.057 -3.980 0.872
C 0.645 2.819 1.233
C -1.671 2.620 0.608
C 2.135 2.268 -2.535
C 2.100 -3.136 0.250
C -0.084 2.693 -3.054
C 0.862 -2.151 2.954
C -0.618 -2.037 2.536
C 1.638 -1.287 1.977
H -3.106 3.459 -0.673
H -2.937 1.572 -1.757
H 2.788 1.574 -2.007
H 1.549 2.221 1.334
H 1.798 0.349 -0.146
H -3.097 -2.411 1.333
H -2.245 2.784 -3.569
H -1.727 3.396 1.382
H -0.133 -4.506 1.104
H -1.089 -2.690 3.283
H 0.915 -1.848 4.000
H 1.134 -3.207 2.874
H -2.564 -2.111 -0.264
H 2.021 -3.832 1.083
H 2.675 -1.003 2.190
H 1.955 -0.804 -1.358
H 2.502 2.460 -3.546
H -2.408 -0.811 1.010
H -0.956 -1.025 2.774
H -1.516 1.177 -3.462
H 0.414 3.314 2.176
H -1.459 4.003 -1.031
H -1.387 -4.131 -0.155
H 3.138 -3.135 -0.092
H 0.901 3.591 0.492
H -1.863 -4.362 1.505
H -2.309 1.833 1.017
H 2.260 3.215 -1.984
H 3.238 -0.535 -0.169
H 1.188 -0.289 2.087
H -0.010 3.713 -2.659
H 0.155 2.778 -4.121
H 1.533 -3.513 -0.609
*
```

## Properties
Largest force on an atom (eV/A): 2.32
LUMO level (eV): 0.392
HOMO-LUMO gap (eV): 5.688
DFT total energy (a.u.): -2566.8756
Highest occupied orbital energy (eV): -5.3

Atomic partial charges in e from the natural (NBO) method, atoms 1 to 4: 0.88 -0.56 -0.87 -0.60

***

3.
# C15H33F3N3O6

A cluster of 3 separate species, C15H33F3N3O6 in total in a non-equilibrium geometry (ωB97M-V with the def2-TZVPD basis set, the Open Molecules 2025 dataset).

The geometry in ORCA input format:
```
! wB97M-V def2-TZVPD RIJCOSX def2/J DEFGRID3
* xyz -1 1
F 4.715 -1.506 3.099
F 3.320 -0.174 1.782
F 4.832 -1.608 0.814
O -2.578 -5.723 -1.612
O 3.418 5.859 2.043
O 0.959 -2.203 3.593
O 0.484 -2.044 1.371
O 1.219 2.285 0.347
O -3.569 -1.381 -0.799
N -2.475 -2.957 -3.106
N 0.490 5.063 1.214
N 3.372 -3.935 2.386
C -2.292 -0.958 -0.336
C -3.815 -2.375 -3.004
C 0.564 4.570 -0.163
C 2.853 -2.640 1.791
C 0.200 3.086 -0.243
C 3.913 -1.455 1.921
C -2.950 -4.868 -0.539
C -3.802 -1.090 -2.174
C -3.187 -5.412 -2.859
C 2.582 6.548 1.121
C 0.826 1.678 1.573
C -2.461 -4.313 -3.655
C 3.629 4.487 1.741
C 1.371 -2.266 2.287
C 1.077 6.391 1.398
H -1.408 -4.603 -3.737
H -3.085 -0.363 -2.569
H -2.859 -4.287 -4.676
H 3.631 4.291 0.666
H -4.514 -3.069 -2.526
H -3.977 -4.504 -0.632
H -2.274 -1.055 0.750
H 2.820 7.610 1.246
H -0.785 2.889 0.194
H 4.402 -3.886 2.438
H 0.152 2.802 -1.299
H 4.603 4.198 2.143
H 3.195 -4.661 1.665
H 0.976 4.415 1.822
H -4.186 -2.151 -4.010
H -1.499 -1.589 -0.745
H -2.105 0.090 -0.593
H -3.125 -6.330 -3.453
H -2.872 -5.439 0.389
H -0.128 5.146 -0.788
H 2.759 -2.859 0.659
H -4.255 -5.207 -2.734
H 2.850 6.301 0.089
H 0.756 2.422 2.371
H -2.057 -2.984 -2.183
H 1.590 0.951 1.852
H 0.900 6.664 2.444
H -2.251 -4.033 -0.462
H 0.522 7.112 0.788
H -0.127 1.153 1.466
H -4.796 -0.635 -2.232
H 1.573 4.684 -0.571
H 2.880 3.870 2.242
*
```

## Properties
Energy relative to the best compared isomer or geometry (same formula, charge and spin) (kJ/mol): 121.7
Largest force on an atom (eV/A): 6.05
LUMO level (eV): 2.750
HOMO-LUMO gap (eV): 7.154
DFT total energy (a.u.): -1506.5697
Highest occupied orbital energy (eV): -4.4

Atomic partial charges in e from the natural (NBO) method, atoms 1 to 4: -0.34 -0.33 -0.37 -0.55

***

4.
# C15H33N2O2PSnTe4

A structure of composition C15H33N2O2PSnTe4 in a non-equilibrium geometry (ωB97M-V with the def2-TZVPD basis set, the Open Molecules 2025 dataset).

The geometry in ORCA input format:
```
! wB97M-V def2-TZVPD RIJCOSX def2/J DEFGRID3
* xyz 0 1
Te -4.136 -4.724 0.098
Te -3.277 -5.099 -2.342
Te -6.137 -2.804 -0.073
Te -3.708 -2.228 1.097
Sn -1.512 -1.942 -0.888
P 0.003 0.998 0.030
O -1.100 -3.243 1.041
O -1.804 -5.393 0.935
N -0.707 -0.382 0.061
N 0.643 -3.301 -1.318
C 0.497 -4.928 0.526
C -2.555 2.060 0.490
C 1.304 -3.799 -0.090
C -1.092 2.251 0.941
C 1.283 2.832 -1.816
C -1.035 2.038 -2.323
C -0.701 3.728 0.800
C 1.457 -0.096 2.154
C -1.051 1.862 2.430
C 2.301 2.153 1.388
C 2.628 0.108 -0.008
C 0.875 0.496 -2.615
C -0.923 -4.508 0.859
C 1.657 0.836 0.939
C 0.327 1.631 -1.727
H -3.216 2.415 1.286
H 0.984 3.663 -1.179
H 3.496 -0.224 0.569
H -1.401 2.975 -1.907
H 0.356 -0.451 -2.439
H 1.726 2.649 2.168
H -1.796 1.268 -2.174
H 1.348 -2.968 0.614
H -0.916 2.182 -3.402
H -0.114 2.143 2.908
H 0.442 -5.806 -0.120
H 0.767 -0.909 1.917
H 1.292 3.197 -2.850
H 0.712 0.764 -3.665
H -0.871 4.105 -0.209
H 2.322 -4.145 -0.273
H 2.309 2.559 -1.563
H -1.209 0.789 2.566
H 1.942 0.328 -2.481
H 2.440 2.856 0.566
H 2.995 0.754 -0.806
H 0.974 -5.238 1.459
H 1.259 -2.695 -1.845
H 0.383 -4.066 -1.930
H 2.159 -0.777 -0.451
H 3.291 1.935 1.804
H -1.854 2.392 2.951
H 0.338 3.919 1.069
H 2.425 -0.533 2.423
H 1.082 0.430 3.030
H -2.797 2.621 -0.410
H -2.777 1.007 0.311
H -1.329 4.320 1.475
*
```

## Properties
Energy relative to the best compared isomer or geometry (same formula, charge and spin) (kJ/mol): 0.0
Largest force on an atom (eV/A): 1.03
LUMO level (eV): -0.854
HOMO-LUMO gap (eV): 6.089
DFT total energy (a.u.): -2479.1144
Highest occupied orbital energy (eV): -6.9

Atomic partial charges in e from the natural (NBO) method, atoms 1 to 4: 0.58 -0.40 -0.14 0.08